Computed, not measured: C28H30IrN4O4SSb as an isolated structure in a non-equilibrium geometry, with wB97M-V/def2-TZVPD.

Each line ends with the Mulliken charge.
Cartesian coordinates (Å):
Ir (0.607, -1.803, 0.173)  1.248
C (2.006, -4.605, 0.948)  -1.390
C (1.525, -4.614, -0.468)  1.134
C (1.628, -5.778, -1.226)  -0.892
C (1.171, -5.802, -2.524)  -0.551
C (0.619, -4.640, -3.052)  -0.722
C (0.523, -3.502, -2.276)  0.324
N (0.968, -3.503, -0.991)  0.227
Sb (-0.427, -1.802, -3.238)  0.911
C (-1.720, -1.571, -1.529)  0.030
C (-3.003, -1.105, -1.712)  -0.805
C (-3.918, -1.204, -0.668)  -0.547
C (-3.543, -1.880, 0.474)  -0.875
C (-2.245, -2.356, 0.620)  0.745
C (-1.901, -3.243, 1.778)  -1.339
N (-1.334, -2.122, -0.354)  0.309
C (1.090, -0.482, -2.522)  0.142
C (1.660, 0.567, -3.218)  -0.843
C (2.721, 1.263, -2.643)  -0.344
C (3.217, 0.866, -1.411)  -0.807
C (2.615, -0.198, -0.766)  0.872
C (3.045, -0.805, 0.536)  -1.136
N (1.567, -0.815, -1.320)  0.152
H (2.740, -5.393, 1.096)  0.502
H (1.178, -4.787, 1.637)  0.235
H (2.468, -3.658, 1.225)  0.171
H (2.074, -6.655, -0.777)  0.510
H (1.242, -6.701, -3.120)  0.447
H (0.265, -4.623, -4.074)  0.439
H (-3.295, -0.679, -2.662)  0.462
H (-4.920, -0.810, -0.772)  0.503
H (-4.254, -2.069, 1.266)  0.530
H (-2.571, -3.057, 2.613)  0.427
H (-0.880, -3.138, 2.132)  0.133
H (-2.051, -4.277, 1.456)  0.354
H (1.286, 0.843, -4.194)  0.494
H (3.168, 2.101, -3.161)  0.502
H (4.058, 1.366, -0.951)  0.543
H (3.519, -0.079, 1.195)  0.489
H (3.738, -1.627, 0.360)  0.420
H (2.202, -1.208, 1.166)  0.051
C (-0.020, 5.731, -2.470)  -1.467
C (-0.107, 5.238, -1.053)  0.478
C (0.541, 4.069, -0.661)  -0.376
C (0.457, 3.604, 0.642)  -0.133
C (-0.288, 4.317, 1.570)  0.116
C (-0.938, 5.489, 1.204)  -0.891
C (-0.843, 5.941, -0.100)  -0.618
S (-0.418, 3.754, 3.239)  1.295
O (0.667, 2.835, 3.451)  -0.683
O (-0.648, 4.879, 4.083)  -0.692
N (-1.803, 2.863, 3.307)  -0.380
C (-1.941, 1.683, 2.466)  -0.755
C (-1.089, 0.526, 3.004)  -0.852
C (-0.392, -0.281, 1.977)  0.952
O (0.229, -1.354, 2.298)  -0.878
O (-0.318, 0.031, 0.746)  -1.085
H (0.940, 5.477, -2.919)  0.369
H (-0.143, 6.811, -2.521)  0.402
H (-0.806, 5.283, -3.081)  0.293
H (1.140, 3.528, -1.386)  0.338
H (0.989, 2.715, 0.955)  0.599
H (-1.488, 6.053, 1.946)  0.462
H (-1.333, 6.864, -0.381)  0.412
H (-2.615, 3.446, 3.450)  0.352
H (-1.685, 1.908, 1.425)  0.312
H (-2.990, 1.393, 2.484)  0.424
H (-1.652, -0.147, 3.651)  0.488
H (-0.284, 0.928, 3.627)  0.463

Results
- Molar mass: 832.6 Da
- Max |F|: 2.154 eV/Å
- Frontier orbital gap: 6.31 eV
- Net charge: +2
- Electronic energy: -63869.9110 eV

Computed, not measured: one molecule with the formula C8H16N2O3 in a non-equilibrium geometry, with wB97M-V/def2-TZVPD.

Each line ends with the Mulliken charge.
Cartesian coordinates (Å):
C (0.851, -1.697, 2.043)  -1.555
C (0.026, -0.920, 1.015)  1.239
C (-1.394, -1.426, 0.954)  -1.987
C (-0.008, 0.669, 1.158)  0.117
N (-0.375, 1.042, 2.503)  -0.748
C (-1.060, 1.449, 0.222)  -0.077
O (-2.228, 1.727, 0.717)  -0.702
N (-0.892, 1.638, -1.105)  -0.073
C (0.256, 1.041, -1.892)  0.442
C (1.648, 0.959, -1.205)  -1.541
C (-0.010, -0.323, -2.537)  0.302
O (-0.723, -1.228, -2.215)  -0.531
O (0.719, -0.480, -3.690)  -0.494
H (1.836, -1.985, 1.698)  0.338
H (1.116, -1.045, 2.901)  0.348
H (0.294, -2.556, 2.474)  0.337
H (0.498, -1.164, -0.009)  -0.116
H (-2.008, -0.802, 0.274)  0.287
H (-1.716, -1.415, 1.986)  0.617
H (-1.405, -2.388, 0.495)  0.469
H (1.043, 0.763, 0.944)  0.402
H (-0.632, 2.046, 2.411)  0.340
H (-1.280, 0.655, 2.444)  0.370
H (-1.665, 1.979, -1.692)  0.319
H (0.444, 1.810, -2.749)  0.377
H (1.795, 1.791, -0.517)  0.477
H (1.851, 0.040, -0.704)  0.328
H (2.453, 1.252, -2.008)  0.338
H (0.567, -1.432, -3.915)  0.377

Results
- Molar mass: 188.2 Da
- Max |F|: 4.671 eV/Å
- Energy above the lowest of the compared OMol25 structures with the same formula, charge and spin: 61.1 kcal per mole
- Frontier orbital gap: 10.28 eV
- Electronic energy: -17677.1042 eV
- SMILES: CC(C)[C@H](N)C(=O)N[C@@H](C)C(=O)O

Computed, not measured: a 2-piece molecular cluster, C3H6INO2 overall in a non-equilibrium geometry, with wB97M-V/def2-TZVPD.

Each line ends with the Mulliken charge.
Cartesian coordinates (Å):
C (1.000, 1.349, -0.396)  0.334
C (-1.170, -1.642, 0.238)  -0.564
C (0.467, -0.073, -0.255)  -0.150
N (0.102, 2.153, 0.175)  -0.289
O (2.023, 1.660, -0.955)  -0.546
O (-0.810, -0.270, -0.077)  -0.338
I (1.481, -1.306, -1.675)  0.090
H (-1.103, -2.308, -0.641)  0.288
H (-2.197, -1.730, 0.582)  0.259
H (-0.379, -2.013, 1.000)  0.271
H (1.164, -0.698, 1.271)  0.209
H (-0.872, 1.782, 0.433)  0.254
H (0.293, 3.095, 0.301)  0.182

Results
- Molar mass: 215.0 Da
- Max |F|: 4.999 eV/Å
- Energy above the lowest of the compared OMol25 structures with the same formula, charge and spin: 74.7 kcal per mole
- Frontier orbital gap: 8.92 eV
- Electronic energy: -16891.0128 eV

Computed, not measured: C2H4NO4S as an isolated structure in a non-equilibrium geometry, with wB97M-V/def2-TZVPD.

Each line ends with the Mulliken charge.
Cartesian coordinates (Å):
C (0.295, 1.747, 0.063)  0.664
C (0.139, 0.475, 0.776)  -0.589
N (-0.775, -0.588, 0.253)  -0.584
O (0.285, 1.707, -1.333)  -0.529
O (1.683, -0.484, -1.247)  -0.607
O (0.214, 2.922, 0.435)  -0.660
O (3.238, 0.400, 0.528)  -0.545
S (2.157, -0.538, 0.151)  0.523
H (0.055, 0.767, 1.872)  0.270
H (-1.032, -0.412, -0.738)  0.338
H (0.787, 0.851, -1.527)  0.460
H (-0.305, -1.555, 0.358)  0.260

Results
- Molar mass: 138.1 Da
- Max |F|: 4.362 eV/Å
- Energy above the lowest of the compared OMol25 structures with the same formula, charge and spin: 23.9 kcal per mole
- Frontier orbital gap: 7.25 eV
- Net charge: -1
- Electronic energy: -22654.8668 eV

Question: Among the records above, which one has the lowest molar mass?
Answer: C2H4NO4S